No. 1
93
Properties=species:S:1:pos:R:3:forces:R:3 method="wB97M-V/def2-TZVPD" e_above_lowest_kj_mol=177.4 homo_ev=-7.0 lumo_energy_ev=0.00 orbital_gap_ev=6.98
In -0.699707 0.122750 0.287831 0.0 0.0 0.4
Br 4.408324 -0.779592 -0.187391 0.0 0.0 0.0
C 3.642078 0.633797 0.827637 -0.2 0.0 0.0
C 4.494950 1.639095 1.318691 -0.1 -0.2 -0.1
C 3.997265 2.671144 2.053960 0.0 0.0 0.0
Br 5.195176 4.003369 2.685596 0.0 0.0 0.0
C 2.613371 2.741157 2.350323 -0.2 -0.1 0.0
C 2.001815 3.733612 3.148307 0.0 0.0 0.0
C 0.654339 3.696609 3.379445 0.0 0.0 0.0
C -0.109866 2.669035 2.800242 0.3 -0.1 -0.1
N 0.422581 1.729851 2.053589 0.2 0.2 -0.1
C 1.765883 1.734482 1.830535 -0.3 -0.1 0.0
C 2.263358 0.634530 1.027053 -0.2 -0.4 -0.1
O 1.457127 -0.280736 0.566558 0.4 0.7 0.1
H 5.554836 1.588909 1.106053 0.0 0.0 0.0
H 2.613126 4.514785 3.578114 0.0 0.0 0.0
H 0.173677 4.440883 4.001661 0.0 0.0 0.0
H -1.183533 2.626238 2.958715 0.0 0.0 0.0
N 0.601935 4.263214 -2.294172 -0.1 -0.2 0.2
C 0.457492 3.291280 -1.345138 0.2 -0.3 0.1
O 1.353151 2.486068 -1.126032 -0.3 0.2 -0.1
C -0.861677 3.284074 -0.595733 -0.1 -0.1 -0.1
C -1.584951 1.927778 -0.629859 0.5 0.4 0.0
H 1.463134 4.310745 -2.807056 0.1 0.0 0.0
H -0.125554 4.921082 -2.492145 -0.1 0.0 0.0
H -1.489948 4.070283 -1.021580 -0.1 0.1 0.0
H -0.648293 3.578402 0.434910 0.1 0.0 0.0
H -1.787221 1.647779 -1.669769 0.1 0.2 0.2
H -2.552337 2.033271 -0.130089 0.1 0.1 -0.2
C -4.927860 -0.958956 -2.137560 -0.1 0.0 0.0
C -3.952892 -0.591192 -1.201110 0.2 -0.2 -0.1
N -2.666852 -0.523302 -1.479041 -0.2 -0.6 -0.2
C -2.264752 -0.810257 -2.739142 0.1 0.1 0.2
C -3.165973 -1.168714 -3.750779 -0.1 -0.1 -0.1
C -4.528122 -1.247666 -3.413344 -0.1 0.0 -0.2
C -2.691605 -1.436178 -5.083431 -0.2 0.0 0.1
C -1.383939 -1.335143 -5.376361 0.2 0.1 0.0
C -0.426776 -0.967175 -4.366653 0.0 -0.1 -0.1
C 0.948540 -0.865089 -4.645259 0.0 0.0 -0.2
C 1.817020 -0.522920 -3.647699 0.0 0.0 0.1
C 1.311256 -0.276152 -2.361460 -0.5 -0.1 -0.1
N 0.019436 -0.366214 -2.075176 0.3 -0.1 -0.1
C -0.847860 -0.711216 -3.057481 0.1 0.1 0.4
H -5.969922 -1.005934 -1.846464 0.1 0.0 0.0
H -4.243229 -0.351288 -0.182201 0.0 -0.3 -0.4
H -5.249463 -1.523390 -4.176523 0.1 0.0 0.1
H -3.414427 -1.706523 -5.846322 0.0 0.0 0.1
H -1.024717 -1.522762 -6.382938 0.0 0.0 0.1
H 1.300843 -1.052267 -5.657254 0.0 0.0 0.1
H 2.882952 -0.442246 -3.823596 -0.1 0.0 0.0
H 1.971647 -0.023605 -1.543396 -0.1 0.0 -0.1
C 0.714517 -6.107176 -0.563330 0.1 0.3 0.0
N 1.304771 -4.775075 -0.437682 -0.3 0.2 0.2
C 2.750310 -4.624270 -0.606729 -0.3 0.1 0.0
C 0.522968 -3.694081 -0.433405 0.2 0.1 -0.3
N -0.120810 -2.728146 -0.457658 0.2 -0.7 0.0
H 1.178985 -6.785624 0.151689 0.0 0.0 0.0
H 0.856388 -6.507669 -1.569286 0.0 0.0 -0.1
H -0.348279 -6.053513 -0.351083 -0.1 0.0 0.0
H 3.271303 -5.244944 0.120403 0.0 0.0 0.1
H 3.027174 -3.585653 -0.440510 0.0 0.0 0.0
H 3.063030 -4.920949 -1.611045 0.0 0.0 0.0
C -2.461503 -2.934683 1.678784 -0.1 -0.2 -0.2
Si -1.812499 -1.251057 2.271705 0.1 -0.1 -0.5
C -3.373179 -0.279423 2.922408 -0.1 0.1 0.0
C -4.607286 -1.193184 2.939098 -0.1 0.0 0.1
C -3.192007 0.292642 4.337580 -0.1 0.2 0.0
C -3.676290 0.901261 1.979720 -0.1 0.0 0.2
C -0.597824 -1.792148 3.655387 0.2 0.1 0.1
C -1.299265 -2.802965 4.579257 0.1 -0.1 0.1
C -0.029766 -0.645153 4.506439 0.1 -0.1 0.0
C 0.591883 -2.504559 2.972408 0.0 -0.1 0.1
H -3.186869 -3.367280 2.382203 0.2 0.1 -0.2
H -1.617350 -3.627693 1.588748 -0.2 0.1 0.0
H -2.927845 -2.869123 0.689903 0.0 0.0 0.1
H -4.500920 -2.009598 3.664240 0.0 0.1 -0.1
H -4.812173 -1.649629 1.963356 0.0 0.1 0.1
H -5.492073 -0.606242 3.226520 0.1 -0.1 0.0
H -2.931418 -0.474342 5.072192 -0.1 0.1 -0.1
H -4.133367 0.760503 4.668411 0.1 0.0 -0.1
H -2.414150 1.065838 4.368439 -0.1 -0.1 0.0
H -3.826339 0.581706 0.943381 0.1 0.3 0.6
H -2.860815 1.630309 1.961343 -0.1 -0.1 0.1
H -4.589886 1.425392 2.304350 0.1 -0.1 0.0
H -2.160852 -2.373827 5.103626 0.1 -0.1 -0.1
H -0.589843 -3.150142 5.343854 -0.1 0.0 0.0
H -1.648348 -3.683449 4.028767 0.1 0.1 0.1
H -0.797621 -0.137773 5.096042 0.2 -0.1 -0.1
H 0.480060 0.101252 3.892448 0.0 -0.1 0.0
H 0.709749 -1.051171 5.212293 -0.1 0.0 -0.1
H 0.274389 -3.417401 2.447066 0.1 0.2 0.1
H 1.322189 -2.804449 3.741382 -0.1 0.0 -0.1
H 1.107033 -1.866288 2.243672 -0.1 -0.1 0.2

No. 2
97
Properties=species:S:1:pos:R:3:forces:R:3 method="wB97M-V/def2-TZVPD" multiplicity=4 homo_ev="-12.9 / -13.0" charge=+2 lumo_energy_ev="-5.97 / -6.19" orbital_gap_ev="6.93 / 6.79"
Cr -0.045519 -0.223852 0.084376 -0.4 -0.4 -1.4
O -5.116647 -0.021587 -4.641888 -0.3 -0.3 -0.6
C -4.382099 0.641195 -3.962908 1.2 1.8 1.3
O -3.652521 1.694493 -4.117213 -1.4 -1.3 -0.1
C -3.958649 0.170347 -2.528325 0.5 -1.0 -0.3
C -3.686654 1.104194 -1.524689 -0.4 0.8 -1.2
C -2.706588 0.848378 -0.609703 -0.8 -1.8 -1.5
N -2.004384 -0.300104 -0.661499 0.5 0.3 0.4
C -2.345468 -1.257340 -1.526607 -0.4 -0.6 0.5
C -3.388815 -1.122133 -2.439526 0.0 1.5 0.9
C -1.482955 -2.447746 -1.376528 1.3 0.2 -0.2
C -1.751432 -3.634268 -2.020878 -0.6 -0.9 -1.1
C -0.881656 -4.693751 -1.948867 1.5 1.2 1.1
C 0.309747 -4.464026 -1.226030 0.5 -2.1 0.2
C 0.568068 -3.299235 -0.551782 -2.0 1.2 -1.5
N -0.311124 -2.260650 -0.703754 -0.1 0.0 0.7
C -2.172933 1.846240 0.208704 3.6 1.5 2.3
C -2.682797 3.070632 0.425417 -1.1 0.7 0.3
C -2.047822 4.066209 1.117100 -1.2 1.2 -0.5
C -0.750221 3.884439 1.512677 0.0 -0.3 -0.4
C -0.151663 2.684887 1.222455 -2.4 -1.4 -0.4
N -0.914422 1.662866 0.697048 2.4 -0.3 -0.7
H -4.043198 2.124394 -1.740425 0.0 -0.6 0.5
H -3.713242 -1.860837 -3.143866 0.1 -0.4 -0.3
H -2.551000 -3.787142 -2.744479 -0.4 0.5 0.6
H -1.093004 -5.612308 -2.455445 0.1 -0.4 -0.2
H 1.067220 -5.257171 -1.135526 -0.5 0.3 -0.1
H 1.473196 -3.109277 -0.020042 0.2 0.1 0.4
H -3.631974 3.249779 0.046255 -1.7 0.5 -0.6
H -2.628832 5.015531 1.165374 0.9 -0.7 0.4
H -0.206923 4.673045 1.926988 0.9 1.0 0.7
H 0.886699 2.509396 1.410725 0.0 -0.1 -0.1
C 0.206949 1.075587 4.083704 -0.2 -1.4 0.5
N -1.010889 0.269635 3.891442 1.0 1.1 -1.2
C -1.840717 0.155048 5.042025 0.4 0.9 0.2
C -1.169558 -0.430211 2.791514 -2.1 -1.3 -0.9
N -0.173141 -0.813924 1.983868 0.0 0.1 -0.7
C 1.079950 -1.207351 2.474618 1.2 -0.2 0.0
C 1.265244 -1.845875 3.696815 -1.5 0.4 -0.7
C 2.495065 -2.098630 4.180327 1.1 -0.6 1.6
C 3.635965 -1.797365 3.485266 1.0 -0.4 0.0
C 3.503147 -1.262233 2.231249 -0.4 -0.1 -2.0
C 2.224630 -0.981845 1.676151 0.1 0.8 1.1
N 1.987495 -0.338498 0.435574 -0.7 -1.1 -0.3
C 3.027431 0.213916 -0.251900 -0.2 0.9 1.1
N 3.436454 -0.197760 -1.444889 0.5 0.6 -1.2
C 3.145819 -1.512020 -1.893571 -0.3 -1.3 -1.5
C 3.827396 0.719429 -2.558242 1.2 1.0 0.6
N 3.663077 1.250985 0.302802 1.4 -0.9 0.0
C 3.239917 1.854777 1.552414 -0.2 1.0 -1.4
C 5.099736 1.415781 0.090807 1.1 0.0 2.2
N -2.453216 -0.835974 2.435730 -0.5 -0.2 -0.4
C -3.738598 -0.074143 2.632010 0.1 0.4 0.8
C -2.717921 -2.232226 1.945678 -0.3 0.6 0.9
H 0.744325 0.489660 4.849175 0.5 0.8 -0.3
H -0.044382 2.055128 4.452486 -0.2 0.4 0.2
H 0.768619 1.151075 3.152534 -0.1 -0.1 0.4
H -1.189640 -0.124124 5.836361 0.3 -0.8 0.9
H -2.649364 -0.501085 4.875675 -0.7 -0.8 0.1
H -2.174560 1.130021 5.314163 -0.7 0.8 0.2
H 0.408491 -2.125940 4.275594 -0.5 -0.1 0.3
H 2.615617 -2.560995 5.147034 -0.2 -0.1 0.2
H 4.612288 -2.086302 3.911727 -0.6 0.4 -0.4
H 4.354674 -1.207186 1.544372 -0.1 0.3 0.4
H 2.877648 -2.185858 -1.065313 0.3 0.4 -0.6
H 3.996761 -1.927733 -2.505455 -0.6 0.4 1.0
H 2.326695 -1.432356 -2.639575 0.1 -0.4 0.5
H 3.927013 1.790817 -2.116730 -0.2 -2.0 -1.2
H 3.089383 0.651432 -3.359433 -0.5 0.3 0.4
H 4.757338 0.380460 -3.129291 -0.8 0.4 1.4
H 2.204979 1.539597 1.714744 0.8 0.2 0.5
H 3.348041 2.934745 1.349957 -0.5 -0.2 0.5
H 3.962214 1.619675 2.315021 -0.2 -0.4 0.6
H 5.537972 0.787018 -0.638220 -0.1 -0.8 -0.8
H 5.677090 1.169832 1.073035 -1.1 0.5 -1.5
H 5.352138 2.418447 -0.182619 0.0 0.8 -0.1
H -4.401211 -0.592950 3.382892 0.7 0.5 -0.8
H -4.321436 0.077401 1.694670 0.6 -0.7 0.3
H -3.590805 0.976742 2.979581 0.4 -0.9 0.0
H -3.350496 -2.760462 2.696758 0.4 0.4 -0.5
H -1.814284 -2.796946 1.794598 0.5 0.0 0.2
H -3.241616 -2.232734 0.997765 -0.3 0.3 -0.2
C -1.088244 1.238542 -5.164789 0.6 -0.1 -0.3
N -0.531202 1.233792 -3.832941 0.4 -1.0 0.4
C -0.282725 2.491853 -3.177043 1.5 -1.4 -0.6
C 0.649041 1.981082 -2.054430 0.0 1.2 0.2
O 1.316851 2.735772 -1.379520 -0.2 -1.0 0.2
N 0.601366 0.560425 -1.957890 -0.8 0.4 -0.6
C -0.011666 0.190497 -3.136440 -1.4 2.1 -0.8
N -0.184232 -1.059672 -3.576560 -0.5 0.7 -0.7
H -1.033029 0.244759 -5.532129 -0.1 -0.8 -0.7
H -0.511122 1.866804 -5.836929 0.3 0.1 0.1
H -2.109447 1.560836 -5.162987 -0.6 0.2 0.2
H -1.192422 2.930217 -2.870511 -1.1 0.5 0.9
H 0.139857 3.200367 -3.911733 0.4 -0.3 0.6
H 0.405328 -1.744861 -3.212987 0.8 -1.2 0.6
H -0.688447 -1.289511 -4.435173 0.4 0.5 0.6

no.,DFT total energy (eV)
1,-204236.553
2,-90495.689